1.
# C28H77BBrN8O9P

7 unconnected molecules or ions with the total composition C28H77BBrN8O9P at a distorted geometry (ωB97M-V with the def2-TZVPD basis set, the Open Molecules 2025 dataset).

Structure (ORCA input):
```
! RIJCOSX wB97M-V def2-TZVPD def2/J DEFGRID3
* xyz 0 1
C 4.1481 -1.7518 -6.3045
C 3.2621 -0.3999 -6.5355
O 2.3738 -0.4818 -7.6860
B 1.1984 -1.2939 -7.4074
O 1.2033 -2.6294 -8.0132
P -0.3098 -0.6787 -6.3649
C -0.1994 1.1274 -5.7405
N -1.7774 -1.6739 -6.0713
Br 0.5328 -1.5388 -4.4087
N -1.1528 -0.0359 -7.8336
C -1.5043 -0.9917 -8.6439
O -1.6989 -2.0731 -9.2564
H 3.5224 -2.6294 -5.9185
H 4.7182 -1.9691 -7.2745
H 4.9477 -1.4509 -5.5180
H 4.0428 0.4239 -6.7922
H 2.7553 -0.0464 -5.5645
H 1.3347 -2.4197 -8.9799
H -1.1089 1.4554 -5.1292
H 0.7994 1.1925 -5.1543
H -0.0391 1.7858 -6.6830
H -2.6301 -1.0724 -6.1255
H -1.7069 -1.8841 -5.0499
C -0.0427 -0.7475 1.8004
O -0.1040 -1.1220 0.4338
C 0.4952 -0.1879 -0.4615
C 2.0257 -0.3313 -0.5961
C 2.7968 0.2470 0.5867
N 2.4225 -1.7330 -0.7852
H -0.1281 0.3347 1.9362
H 0.8806 -1.1169 2.2509
H -0.8759 -1.2276 2.3184
H 0.0508 -0.3960 -1.4413
H 0.2065 0.8382 -0.2029
H 2.3296 0.2331 -1.4856
H 2.7466 -0.3879 1.4730
H 3.8562 0.3544 0.3334
H 2.4191 1.2384 0.8546
H 1.9774 -2.0870 -1.6307
H 1.9838 -2.2744 -0.0385
C -5.7964 -2.2569 -6.0123
O -5.3688 -1.1831 -5.1881
C -6.4125 -0.3010 -4.7797
C -7.2127 -0.7889 -3.5538
C -8.2174 -1.8892 -3.8824
N -6.3255 -1.2576 -2.4811
H -6.6146 -1.9662 -6.6776
H -6.0893 -3.1096 -5.3972
H -4.9477 -2.5700 -6.6245
H -5.9127 0.6342 -4.5041
H -7.0714 -0.0626 -5.6231
H -7.7841 0.0664 -3.1756
H -7.7424 -2.8589 -4.0438
H -8.9249 -2.0161 -3.0567
H -8.7954 -1.6381 -4.7770
H -5.7186 -0.4889 -2.2001
H -5.6810 -1.9332 -2.8947
C -12.0807 -3.9825 -3.5607
O -11.6534 -2.9091 -2.7378
C -12.6964 -2.0262 -2.3316
C -13.4980 -2.5122 -1.1060
C -14.5032 -3.6121 -1.4343
N -12.6124 -2.9804 -0.0320
H -12.8981 -3.6918 -4.2273
H -12.3750 -4.8346 -2.9451
H -11.2315 -4.2967 -4.1716
H -12.1962 -1.0911 -2.0565
H -13.3544 -1.7881 -3.1760
H -14.0692 -1.6561 -0.7291
H -14.0285 -4.5821 -1.5942
H -15.2112 -3.7375 -0.6088
H -15.0802 -3.3618 -2.3297
H -12.0053 -2.2118 0.2487
H -11.9679 -3.6568 -0.4444
C 5.1693 2.5096 2.4718
O 4.5169 1.3183 2.8807
C 5.3161 0.4558 3.6861
C 5.3460 0.8326 5.1817
C 6.2488 2.0233 5.4907
N 3.9981 1.1093 5.6962
H 6.2361 2.3545 2.2871
H 5.0206 3.2933 3.2170
H 4.7034 2.8473 1.5429
H 4.8560 -0.5347 3.5981
H 6.3275 0.3647 3.2723
H 5.7502 -0.0281 5.7274
H 5.8078 2.9754 5.1894
H 6.4370 2.0874 6.5675
H 7.2170 1.9215 4.9914
H 3.4244 0.2763 5.5719
H 3.5689 1.7917 5.0692
C 3.5752 -2.7957 10.3096
O 4.0271 -2.1287 9.1425
C 3.0689 -1.2504 8.5561
C 3.0066 0.1473 9.2063
C 2.2647 0.1648 10.5396
N 4.3473 0.7133 9.3982
H 2.5092 -3.0372 10.2606
H 3.7896 -2.1932 11.1944
H 4.1367 -3.7278 10.4032
H 3.3885 -1.1228 7.5162
H 2.0799 -1.7233 8.5199
H 2.4545 0.8015 8.5222
H 2.8523 -0.2632 11.3541
H 2.0260 1.1938 10.8271
H 1.3219 -0.3866 10.4713
H 4.8027 0.7861 8.4891
H 4.9038 0.0126 9.8905
C 6.5682 5.5622 1.4952
O 7.5880 4.7946 2.1153
C 8.5730 4.2892 1.2166
C 9.6864 5.2970 0.8630
C 9.2507 6.3545 -0.1469
N 10.2088 5.9676 2.0606
H 6.3180 5.1889 0.4976
H 6.8660 6.6112 1.4473
H 5.6744 5.5027 2.1203
H 9.0373 3.4447 1.7379
H 8.1017 3.8757 0.3167
H 10.5050 4.7312 0.4037
H 8.6061 7.1173 0.2940
H 10.1247 6.8737 -0.5531
H 8.7170 5.8989 -0.9865
H 10.5846 5.2619 2.6921
H 9.4078 6.3436 2.5706
*
```

Summary:
E (eV): -140638.21616
Structure (SMILES): CCOB(O)P(C)(N)(Br)N=C=O.COC[C@@H](C)N.COC[C@@H](C)N.COC[C@@H](C)N.COC[C@@H](C)N.COC[C@@H](C)N.COC[C@@H](C)N
Strongest force on any atom (eV/Å): 7.32
Frontier orbital gap (eV): 9.32
HOMO energy (eV): -9.0077

Atomic partial charges in e from the Löwdin method, atoms 1 to 99: atom 1 (C): -0.077, atom 2 (C): -0.258, atom 3 (O): -0.048, atom 4 (B): -0.628, atom 5 (O): 0.059, atom 6 (P): 0.489, atom 7 (C): -0.235, atom 8 (N): -0.147, atom 9 (Br): 0.425, atom 10 (N): -0.091, atom 11 (C): -0.287, atom 12 (O): 0.072, atom 13 (H): 0.079, atom 14 (H): 0.088, atom 15 (H): 0.089, atom 16 (H): 0.133, atom 17 (H): 0.080, atom 18 (H): 0.126, atom 19 (H): 0.071, atom 20 (H): 0.033, atom 21 (H): 0.067, atom 22 (H): 0.055, atom 23 (H): -0.034, atom 24 (C): -0.108, atom 25 (O): -0.191, atom 26 (C): -0.205, atom 27 (C): -0.429, atom 28 (C): -0.081, atom 29 (N): 0.043, atom 30 (H): 0.090, atom 31 (H): 0.073, atom 32 (H): 0.087, atom 33 (H): 0.088, atom 34 (H): 0.117, atom 35 (H): 0.131, atom 36 (H): 0.062, atom 37 (H): 0.078, atom 38 (H): 0.080, atom 39 (H): 0.037, atom 40 (H): 0.072, atom 41 (C): -0.103, atom 42 (O): -0.211, atom 43 (C): -0.202, atom 44 (C): -0.429, atom 45 (C): -0.071, atom 46 (N): 0.038, atom 47 (H): 0.092, atom 48 (H): 0.076, atom 49 (H): 0.082, atom 50 (H): 0.119, atom 51 (H): 0.118, atom 52 (H): 0.135, atom 53 (H): 0.065, atom 54 (H): 0.070, atom 55 (H): 0.081, atom 56 (H): 0.071, atom 57 (H): 0.070, atom 58 (C): -0.105, atom 59 (O): -0.206, atom 60 (C): -0.202, atom 61 (C): -0.433, atom 62 (C): -0.075, atom 63 (N): 0.036, atom 64 (H): 0.091, atom 65 (H): 0.074, atom 66 (H): 0.086, atom 67 (H): 0.120, atom 68 (H): 0.117, atom 69 (H): 0.134, atom 70 (H): 0.064, atom 71 (H): 0.077, atom 72 (H): 0.078, atom 73 (H): 0.072, atom 74 (H): 0.071, atom 75 (C): -0.105, atom 76 (O): -0.214, atom 77 (C): -0.190, atom 78 (C): -0.427, atom 79 (C): -0.066, atom 80 (N): 0.047, atom 81 (H): 0.088, atom 82 (H): 0.074, atom 83 (H): 0.087, atom 84 (H): 0.122, atom 85 (H): 0.121, atom 86 (H): 0.135, atom 87 (H): 0.068, atom 88 (H): 0.074, atom 89 (H): 0.080, atom 90 (H): 0.067, atom 91 (H): 0.075, atom 92 (C): -0.109, atom 93 (O): -0.193, atom 94 (C): -0.202, atom 95 (C): -0.433, atom 96 (C): -0.076, atom 97 (N): 0.044, atom 98 (H): 0.090, atom 99 (H): 0.073

2.
# C42H64NO8PSSi

3 unconnected molecules or ions with the total composition C42H64NO8PSSi at a distorted geometry (ωB97M-V with the def2-TZVPD basis set, the Open Molecules 2025 dataset).

Structure (ORCA input):
```
! RIJCOSX wB97M-V def2-TZVPD def2/J DEFGRID3
* xyz 0 1
C -2.0494 0.2743 1.2876
Si -0.2500 -0.3920 1.0918
C 0.7765 0.6025 2.3906
C -0.1032 -2.2196 1.5955
C -0.4032 -3.2650 0.4335
C 0.9293 -3.9382 -0.0887
C 0.5725 -5.2966 -0.8180
C 1.8019 -5.9983 -1.5145
C 3.0528 -6.2230 -0.5674
C 4.4367 -5.9038 -1.3139
C 5.3393 -4.8841 -0.4955
N 6.6369 -5.4993 -0.0400
C 6.4217 -6.0279 1.3074
O 6.0613 -7.1209 1.6159
C 6.8411 -4.8105 2.1843
C 6.6062 -4.4844 3.5805
C 7.1510 -3.2354 4.1580
P 6.7570 -2.9423 5.9512
S 5.8027 -1.2976 6.3408
C 7.9622 -2.2819 3.3760
C 8.5549 -0.9584 3.8802
C 8.9871 -0.6709 5.2400
C 9.5777 0.6281 5.6025
C 9.7591 1.6852 4.6029
C 9.3236 1.3859 3.2292
C 8.7339 0.1135 2.8676
C 8.2125 -2.6021 1.9404
C 7.6396 -3.8209 1.4260
C 7.6585 -4.4603 0.0002
O 8.3505 -4.1557 -0.9282
C 0.4774 0.0305 -0.6160
C 0.0555 -0.5742 -1.8946
C 0.6617 -0.1663 -3.1559
C 1.7000 0.8686 -3.2634
C 2.1257 1.4754 -1.9899
C 1.5292 1.0662 -0.7077
H -2.7913 -0.4818 0.9113
H -2.1784 0.4134 2.4007
H -2.1392 1.2547 0.7559
H 0.6966 0.0487 3.3686
H 0.4260 1.6651 2.4726
H 1.8530 0.5524 2.0793
H -0.8189 -2.4296 2.4411
H 0.9329 -2.4058 1.9819
H -1.0277 -2.8178 -0.3836
H -1.0347 -4.0809 0.8921
H 1.5372 -3.2376 -0.7195
H 1.5097 -4.2208 0.8344
H -0.1654 -5.0343 -1.6323
H 0.0549 -5.9856 -0.0916
H 2.0570 -5.4287 -2.4535
H 1.4439 -7.0102 -1.8678
H 2.9727 -5.7080 0.4212
H 3.0801 -7.3292 -0.3395
H 5.0320 -6.8443 -1.4321
H 4.1834 -5.5006 -2.3356
H 4.7613 -4.4883 0.3865
H 5.5345 -4.0051 -1.1731
H 5.9892 -5.1870 4.1945
H 5.9434 -4.0397 6.3964
H 7.9929 -3.0806 6.6636
H 8.9097 -1.4375 6.0369
H 9.9035 0.8425 6.6518
H 10.2388 2.6499 4.8944
H 9.4828 2.1746 2.4620
H 8.4364 -0.0422 1.8006
H 8.8104 -1.9462 1.2759
H -0.7478 -1.3453 -1.9258
H 0.3437 -0.6385 -4.1212
H 2.1446 1.1616 -4.2403
H 2.9081 2.2660 -1.9929
H 1.9122 1.6171 0.1869
C -3.1584 3.7947 -1.2315
O -2.6385 3.8932 -2.5418
C -1.8450 2.7756 -2.9271
C -2.2135 2.2729 -4.3190
O -3.5082 1.6855 -4.4370
C -4.6323 2.5472 -4.2947
C -4.7864 3.6100 -5.3770
O -3.7789 4.6055 -5.2781
C -3.2340 4.9988 -6.5225
H -2.4000 4.0984 -0.5026
H -4.0109 4.4719 -1.1553
H -3.5133 2.7823 -1.0106
H -1.9396 1.9539 -2.2086
H -0.8013 3.1065 -2.9341
H -1.5088 1.4762 -4.5736
H -2.0695 3.0435 -5.0760
H -4.6534 2.9900 -3.2987
H -5.5074 1.8947 -4.3531
H -5.7542 4.1095 -5.2507
H -4.7715 3.1231 -6.3588
H -3.1262 4.1518 -7.2070
H -2.2403 5.4091 -6.3374
H -3.8581 5.7736 -6.9776
C -7.8767 1.3045 -0.7449
O -7.6156 2.5806 -0.1955
C -7.6744 3.6358 -1.1452
C -8.4852 4.8177 -0.6305
O -9.8812 4.5839 -0.4705
C -10.2940 3.6873 0.5569
C -10.0081 4.1447 1.9827
O -8.6173 4.1206 2.2686
C -8.1592 5.2447 2.9949
H -6.9760 0.9081 -1.2244
H -8.1635 0.6395 0.0711
H -8.7040 1.3329 -1.4616
H -8.0988 3.2940 -2.0957
H -6.6447 3.9636 -1.3267
H -8.4089 5.6121 -1.3786
H -8.0556 5.2312 0.2817
H -9.9013 2.6867 0.3770
H -11.3790 3.6095 0.4529
H -10.4991 3.4584 2.6822
H -10.4280 5.1468 2.1261
H -8.6544 6.1668 2.6753
H -7.0909 5.3538 2.8029
H -8.3122 5.0872 4.0666
*
```

Summary:
E (eV): -90456.71041
Structure (SMILES): C[Si](C)(CCCCCCCCN1C(=O)c2cc([PH2]=S)c(-c3ccccc3)cc2C1=O)c1ccccc1.COCCOCCOC.COCCOCCOC
Strongest force on any atom (eV/Å): 3.58
Frontier orbital gap (eV): 7.60
HOMO energy (eV): -8.7044

Atomic partial charges in e from the Löwdin method, atoms 1 to 99: atom 1 (C): -0.183, atom 2 (Si): 0.577, atom 3 (C): -0.205, atom 4 (C): -0.260, atom 5 (C): -0.259, atom 6 (C): -0.216, atom 7 (C): -0.218, atom 8 (C): -0.211, atom 9 (C): -0.188, atom 10 (C): -0.143, atom 11 (C): -0.135, atom 12 (N): 0.002, atom 13 (C): -0.349, atom 14 (O): 0.159, atom 15 (C): -0.047, atom 16 (C): -0.007, atom 17 (C): -0.307, atom 18 (P): 0.339, atom 19 (S): 0.122, atom 20 (C): -0.117, atom 21 (C): -0.166, atom 22 (C): -0.074, atom 23 (C): -0.060, atom 24 (C): -0.065, atom 25 (C): -0.074, atom 26 (C): -0.030, atom 27 (C): 0.062, atom 28 (C): -0.027, atom 29 (C): -0.360, atom 30 (O): 0.141, atom 31 (C): -0.228, atom 32 (C): -0.093, atom 33 (C): -0.102, atom 34 (C): -0.076, atom 35 (C): -0.082, atom 36 (C): -0.087, atom 37 (H): 0.034, atom 38 (H): 0.040, atom 39 (H): 0.018, atom 40 (H): 0.039, atom 41 (H): 0.041, atom 42 (H): 0.025, atom 43 (H): 0.084, atom 44 (H): 0.075, atom 45 (H): 0.083, atom 46 (H): 0.107, atom 47 (H): 0.120, atom 48 (H): 0.097, atom 49 (H): 0.112, atom 50 (H): 0.116, atom 51 (H): 0.104, atom 52 (H): 0.108, atom 53 (H): 0.087, atom 54 (H): 0.109, atom 55 (H): 0.112, atom 56 (H): 0.103, atom 57 (H): 0.125, atom 58 (H): 0.137, atom 59 (H): 0.111, atom 60 (H): -0.014, atom 61 (H): -0.017, atom 62 (H): 0.047, atom 63 (H): 0.102, atom 64 (H): 0.100, atom 65 (H): 0.097, atom 66 (H): 0.101, atom 67 (H): 0.117, atom 68 (H): 0.089, atom 69 (H): 0.098, atom 70 (H): 0.096, atom 71 (H): 0.091, atom 72 (H): 0.083, atom 73 (C): -0.111, atom 74 (O): -0.199, atom 75 (C): -0.181, atom 76 (C): -0.168, atom 77 (O): -0.119, atom 78 (C): -0.179, atom 79 (C): -0.190, atom 80 (O): -0.203, atom 81 (C): -0.112, atom 82 (H): 0.089, atom 83 (H): 0.081, atom 84 (H): 0.081, atom 85 (H): 0.113, atom 86 (H): 0.124, atom 87 (H): 0.114, atom 88 (H): 0.110, atom 89 (H): 0.104, atom 90 (H): 0.125, atom 91 (H): 0.125, atom 92 (H): 0.122, atom 93 (H): 0.085, atom 94 (H): 0.088, atom 95 (H): 0.087, atom 96 (C): -0.112, atom 97 (O): -0.200, atom 98 (C): -0.189, atom 99 (C): -0.174

3.
# C4H6N2O

A single C4H6N2O molecule (ωB97M-V with the def2-TZVPD basis set, the Open Molecules 2025 dataset).

Structure (ORCA input):
```
! RIJCOSX wB97M-V def2-TZVPD def2/J DEFGRID3
* xyz 0 1
C -2.1123 0.4830 0.0375
C -0.6362 0.2023 0.2034
O 0.1235 1.0741 0.7030
C -0.1488 -1.0646 -0.1570
N 1.0659 -1.5731 0.5331
C 1.6264 -0.5314 0.2332
N 2.5582 0.2928 -0.1390
H -2.2777 1.5132 -0.2879
H -2.5853 -0.2064 -0.6688
H -2.5989 0.3559 1.0115
H -0.6882 -1.8157 -0.7201
H 2.3391 1.2780 -0.0359
H 3.3343 -0.0081 -0.7129
*
```

Summary:
E (eV): -9269.88861
Structure (SMILES): CC(=O)[C@@H]1N=C1N
Strongest force on any atom (eV/Å): 0.92
Frontier orbital gap (eV): 8.28
HOMO energy (eV): -7.6905
Relative energy (zero: lowest compared OMol25 entry of this formula, charge and spin) (eV): 3.613

Population analysis type natural (NBO), resulting atomic charges in e: atom 1 (C): -0.676, atom 2 (C): 0.440, atom 3 (O): -0.693, atom 4 (C): -0.339, atom 5 (N): -0.366, atom 6 (C): 0.667, atom 7 (N): -0.783, atom 8 (H): 0.224, atom 9 (H): 0.215, atom 10 (H): 0.234, atom 11 (H): 0.214, atom 12 (H): 0.445, atom 13 (H): 0.417

4.
# C5H11NO

A molecular structure, C5H11NO (ωB97M-V with the def2-TZVPD basis set, the Open Molecules 2025 dataset).

Structure (ORCA input):
```
! RIJCOSX wB97M-V def2-TZVPD def2/J DEFGRID3
* xyz 0 1
C 1.1744 0.4121 -0.6968
C 0.0503 1.4432 -0.5966
C -0.4488 -1.3241 1.8446
C -1.3290 0.9347 -1.0234
N 1.1659 -0.5731 0.4109
C -0.0014 -1.6271 0.5214
O -0.1434 -2.4881 -0.3042
H 2.0195 -1.1273 0.3811
H 2.1423 0.9170 -0.6678
H 1.1090 -0.1312 -1.6464
H 0.0162 1.8323 0.4260
H 0.3291 2.2870 -1.2343
H -1.0241 -2.0730 2.3789
H 0.8396 -0.5946 1.6640
H -0.8444 -0.3143 1.9580
H -1.3007 0.5513 -2.0460
H -2.0622 1.7430 -0.9878
H -1.6921 0.1323 -0.3818
*
```

Summary:
E (eV): -8898.33952
Strongest force on any atom (eV/Å): 0.35
Frontier orbital gap (eV): 9.17
HOMO energy (eV): -8.3672
Relative energy (zero: lowest compared OMol25 entry of this formula, charge and spin) (eV): 3.358

Population analysis type natural (NBO), resulting atomic charges in e: atom 1 (C): -0.218, atom 2 (C): -0.410, atom 3 (C): -0.876, atom 4 (C): -0.613, atom 5 (N): -0.709, atom 6 (C): 0.655, atom 7 (O): -0.577, atom 8 (H): 0.399, atom 9 (H): 0.203, atom 10 (H): 0.203, atom 11 (H): 0.203, atom 12 (H): 0.212, atom 13 (H): 0.232, atom 14 (H): 0.425, atom 15 (H): 0.234, atom 16 (H): 0.208, atom 17 (H): 0.214, atom 18 (H): 0.215

- Among the records above, which one has the highest strongest force on any atom?
  C28H77BBrN8O9P

- Number 4 is which compound?
  C5H11NO